1.
The following is a DFT calculation (ωB97M-V with the def2-TZVPD basis set) of a 2-piece molecular cluster, C7H9F3N3O2 overall.

Summary:
Spin multiplicity ... 1
Orbital gap (spin up / spin down) ... 3.31 / 3.22 eV
Charge ... +1
Energy relative to the best compared isomer or geometry (same formula, charge and spin) ... 180.1 kcal/mol
Lowest unoccupied orbital energy (spin up / spin down) ... -6.48 / -6.51 eV

Geometry as XYZ:
```
24
C7H9F3N3O2 (ωB97M-V with the def2-TZVPD basis set)
C 1.4483 0.9731 -1.2851
C 1.0086 0.6734 -3.4319
C 1.7731 -0.3593 0.6073
C 0.0704 0.4508 -1.5105
C -0.6197 -0.2219 -0.3365
C 0.3230 0.0636 0.8567
C -1.2181 3.0288 1.2989
N 1.9258 1.1138 -2.6736
N -0.0885 0.1595 -2.7908
N -0.2926 -0.6075 2.0162
O 2.3273 -1.1136 1.3640
O 2.2620 0.0270 -0.5112
F -0.0346 3.2277 0.6336
F -0.9049 2.1624 2.2532
F -2.0985 2.4572 0.4453
H 1.4438 2.0436 -0.8119
H 1.2137 0.6328 -4.4482
H -0.8258 -1.2878 -0.4788
H -1.5555 0.3207 -0.1671
H 0.5404 1.1307 1.1345
H -0.8788 -0.2594 -3.1640
H -0.9837 -1.4497 1.7458
H -0.7501 0.1527 2.4912
H 0.5178 -1.0217 2.6679
```


2.
The following is a DFT calculation (ωB97M-V with the def2-TZVPD basis set) of a 2-piece molecular cluster, C2H8S2 overall.

Summary:
Spin multiplicity ... 2
Orbital gap (spin up / spin down) ... 8.13 / 3.48 eV
Charge ... +1
Energy relative to the best compared isomer or geometry (same formula, charge and spin) ... 41.4 kcal/mol
Lowest unoccupied orbital energy (spin up / spin down) ... -5.08 / -9.73 eV

Geometry as XYZ:
```
12
C2H8S2 (ωB97M-V with the def2-TZVPD basis set)
S 1.4769 -1.6707 1.4643
S 3.0081 -0.5709 1.3967
H 1.6083 -2.4194 0.2809
H 4.1941 -1.2564 1.7042
C -4.8838 2.0946 -2.1664
C -3.6871 2.3715 -3.1329
H -5.4937 3.0109 -2.1677
H -4.3496 2.0265 -1.2198
H -5.5320 1.3099 -2.4956
H -3.6126 1.5340 -3.8599
H -3.9114 3.1983 -3.8143
H -2.7248 2.4168 -2.6539
```